# 1
C6H9N in the gas phase at a distorted geometry. Source: the Open Molecules 2025 dataset; level of theory: the ωB97M-V functional and the def2-TZVPD basis.

Values from the calculation:
E = -288.6087 a.u.
Kohn-Sham gap = 9.83 eV
Energy relative to the best compared isomer or geometry (same formula, charge and spin) = 455.17 kJ/mol
SMILES string = C=N[C@H]1CC12CC2
Largest force on an atom = 1.67 eV/Å
Total charge = 0

XYZ file:
```
16
Properties=species:S:1:pos:R:3:forces:R:3
H -2.27865 0.92965 1.50618 -1.463 0.355 0.544
H 0.06682 1.79459 -1.25358 -0.071 -0.546 -0.212
C -2.23814 0.28918 0.64482 -1.029 0.388 0.643
N -1.83614 0.78898 -0.44164 0.399 -0.360 1.579
C -0.81392 -0.16877 -0.84210 0.258 0.272 -1.324
C 1.19378 0.14780 1.13037 -0.073 0.196 0.059
H 1.37044 -1.98874 0.50202 0.069 0.064 -0.027
H 0.67101 -0.12932 2.04489 0.033 0.038 -0.208
H 1.86606 0.99364 1.23211 -0.103 -0.052 0.020
C 0.26629 0.72697 -1.39428 0.362 -0.132 -0.740
H 0.62284 0.44745 -2.36220 0.882 -0.078 -0.304
C 1.61716 -0.97555 0.20204 -0.004 -0.221 -0.095
H -1.11655 -1.16642 -1.18570 0.190 0.484 -0.460
H -2.46606 -0.77912 0.73578 0.784 -0.215 0.496
H 2.55055 -0.85558 -0.34429 -0.130 -0.123 0.179
C 0.52451 -0.05475 -0.17443 -0.102 -0.070 -0.149
```
Positions in Å, forces in eV/Å.

=====

# 2
A molecular structure, C38H43N3O2P2Pd at a distorted geometry. Source: the Open Molecules 2025 dataset; level of theory: the ωB97M-V functional and the def2-TZVPD basis.

Values from the calculation:
E = -2599.0175 a.u.
Kohn-Sham gap = 7.17 eV
Largest force on an atom = 1.74 eV/Å
Total charge = 0

XYZ file:
```
89
Properties=species:S:1:pos:R:3:forces:R:3
C 1.81646 1.68054 3.35284 -0.783 -0.556 0.574
H -2.32910 -4.53232 -1.13321 0.142 0.070 -0.005
C 0.90301 5.51979 -3.10190 0.719 0.224 0.171
H -0.61629 -6.03869 -1.56958 0.045 0.244 -0.075
H -0.69470 2.55731 -3.04390 -0.479 -0.679 -0.336
H 2.04315 -2.83379 0.13941 0.021 -0.097 -0.083
C -0.55025 1.28517 3.74922 0.933 -0.161 -0.767
C 2.99719 0.69635 -1.33000 -0.708 0.492 -0.918
C -3.49205 -1.86069 2.97512 -0.033 0.115 0.034
H -0.90957 2.78677 0.33713 -0.245 0.747 -0.470
H 0.82762 6.51312 -3.48400 -0.264 0.504 -0.303
C 0.08902 3.25290 -2.88934 1.041 1.361 0.275
C 3.76341 1.02242 -2.46529 -0.238 -0.226 0.786
H 0.19201 -1.94002 -2.72062 -0.368 -0.040 0.070
H 1.48960 -1.83730 -1.19497 -0.060 0.346 -0.116
N -0.77453 -2.10775 -2.33929 0.698 0.256 -0.325
H 1.12544 -4.72605 0.62732 0.061 -0.298 0.119
H 5.69678 0.96709 -3.34538 0.113 -0.082 0.035
H -1.54144 1.06320 3.38811 -0.081 -0.020 0.056
H -0.28278 -2.96658 3.00998 0.016 0.027 -0.163
C 1.19552 2.92590 -2.11458 0.005 0.404 -0.005
C 4.90032 -0.26103 -0.24301 0.792 0.158 -0.210
C -2.12958 -3.48491 -0.89907 0.482 0.067 0.357
C 0.26077 -5.99250 -0.92282 -0.321 -0.256 0.633
H 0.18478 -6.88277 -0.27593 0.310 0.185 -0.281
C -0.28811 1.22903 5.09887 -0.260 0.259 -0.193
C -0.77460 -2.98511 -1.39289 -0.979 -0.292 0.302
H -7.07881 2.63298 -0.82271 -0.600 0.144 -0.091
H 2.96170 -0.17807 0.62744 -0.090 -0.031 -0.040
Pd -0.58608 0.04171 -1.61666 -0.008 -0.370 -0.228
H -0.87847 4.78487 -3.98112 -0.632 0.333 -0.490
C -1.03830 -1.41597 1.67559 0.043 -0.645 0.265
C 2.58706 -3.51727 -1.85464 0.300 -0.063 0.136
C 3.55323 0.06198 -0.24883 0.036 -0.095 0.355
H -2.26348 -3.32105 0.17031 0.237 -0.245 0.147
H 5.34102 -0.70260 0.65382 -0.088 -0.051 -0.386
H -0.64079 -4.76953 0.60118 0.279 0.030 -0.043
H 2.23742 -3.37574 -2.88298 -0.016 -0.160 0.181
C -0.02693 4.56480 -3.38866 -0.163 -1.173 0.400
H 2.74635 5.96172 -2.09442 0.285 0.391 0.184
H -1.67837 2.21791 1.83919 -0.039 0.391 0.185
H -0.09930 -1.24576 1.12895 -0.422 -0.123 0.339
C -3.52029 1.31943 -0.30924 -0.597 -0.065 -0.122
C 0.25948 -4.75651 -0.02898 -0.551 0.600 -0.210
H -2.37530 -3.30848 4.16569 -0.242 0.578 -0.714
O 1.69797 -0.90976 -3.13897 -0.544 0.684 0.029
H 2.29921 1.74613 0.81218 -0.068 -0.075 0.306
H 2.75734 -4.58907 -1.63786 -0.151 0.479 -0.127
H -4.23299 -0.30199 1.73329 -0.390 0.143 -0.140
H 6.72151 -0.25791 -1.37119 0.191 0.216 0.011
H -2.87488 -2.88155 -1.35861 -0.571 0.388 -0.679
O 0.91537 0.32053 -2.96580 0.846 -0.275 0.038
H -3.11638 3.25171 0.52367 -0.033 0.165 0.035
H 1.22585 3.04824 0.39626 0.037 0.377 -0.132
C 5.69191 0.06238 -1.34320 -1.101 0.228 -0.927
C 1.29670 1.96904 0.48288 -0.397 -0.371 0.086
H 2.95411 3.74538 -1.13906 0.354 -0.247 0.053
H 1.15493 1.36934 6.68442 -0.100 0.059 -0.064
C -1.14260 -2.39588 2.68094 -0.226 0.957 -0.301
C -6.08323 2.27816 -0.68439 -0.013 -0.499 -0.330
H -1.07073 1.00963 5.77697 -0.873 -0.118 0.468
C 0.96373 1.43887 5.62001 0.714 -0.503 0.168
P -1.89621 0.60857 0.05910 0.172 0.164 0.459
C -2.36173 -2.57110 3.33314 0.579 -1.167 0.896
H -4.19362 -0.50377 -1.23507 -0.114 -0.146 -0.148
N 0.31198 -3.47903 -0.76002 0.004 -0.821 0.176
C 2.14129 3.95236 -1.81105 -0.543 -1.313 0.069
C 0.51625 1.50527 2.82978 0.066 0.280 0.198
H 3.56464 -3.01422 -1.78770 -0.315 -0.078 0.015
H -5.37794 4.09501 0.19084 -0.267 0.614 0.090
H 1.15122 -6.02092 -1.53393 0.163 -0.219 -0.134
C 5.09996 0.71361 -2.47974 0.837 -0.692 1.235
C 2.00475 5.22180 -2.30208 -0.541 -0.356 -0.383
C 1.61339 -2.85866 -0.87172 0.580 -0.236 -0.002
C -3.38567 -0.90769 1.98811 0.458 0.510 -0.398
N 0.27381 1.53906 1.44534 -0.020 -0.189 -0.301
C 2.01251 1.58200 4.74064 0.778 0.655 -0.744
C -1.04987 1.95768 0.99996 0.108 -1.068 0.424
C -3.86517 2.63021 0.05860 0.806 -0.906 0.036
C -4.48287 0.49414 -0.94162 0.929 0.763 0.780
P 1.24211 1.25086 -1.36452 0.436 0.810 0.605
H -6.51734 0.38844 -1.56914 -0.127 -0.196 -0.052
C -5.14311 3.10855 -0.13225 0.299 -0.362 0.039
C -2.16945 -0.66425 1.34605 0.220 0.021 -0.182
H -4.45474 -1.98820 3.45185 0.113 -0.207 0.170
C -5.75443 0.98459 -1.09822 -0.448 0.330 -0.179
H 3.27890 1.51710 -3.29144 0.023 -0.039 -0.187
H 2.65310 1.83035 2.68843 0.075 0.031 0.130
H 3.02819 1.68051 5.12897 -0.240 0.011 -0.138
```
Positions in Å, forces in eV/Å.

=====

# 3
A molecular structure, C2H5N4 at a distorted geometry. Source: the Open Molecules 2025 dataset; level of theory: the ωB97M-V functional and the def2-TZVPD basis.

Values from the calculation:
E = -297.7582 a.u.
Kohn-Sham gap = 9.77 eV
Energy relative to the best compared isomer or geometry (same formula, charge and spin) = 512.59 kJ/mol
Largest force on an atom = 4.21 eV/Å
Total charge = +1

XYZ file:
```
11
Properties=species:S:1:pos:R:3:forces:R:3
C -1.22736 -0.68354 0.18737 -1.175 0.084 -0.597
N -0.16674 0.80395 -0.50426 -2.343 -0.036 -1.083
H -1.98567 -1.46915 0.21284 0.471 -0.065 0.624
H 1.57665 -1.19322 0.82645 0.044 1.932 -2.347
H 1.76908 -0.76200 -1.08093 1.161 1.084 1.263
C 1.33028 -0.45693 -0.09617 1.091 -3.612 1.872
H -2.22128 1.14129 0.54798 -0.410 1.028 -0.230
N -0.06029 -0.67220 -0.51528 -2.384 1.504 -0.201
N 0.97279 0.90724 0.28700 1.574 2.094 -0.481
H 1.43933 1.76661 -0.11277 0.350 -1.606 0.868
N -1.42680 0.61794 0.24777 1.624 -2.407 0.313
```
Positions in Å, forces in eV/Å.

=====

# 4
CH4N4S in the gas phase at a distorted geometry. Source: the Open Molecules 2025 dataset; level of theory: the ωB97M-V functional and the def2-TZVPD basis.

Values from the calculation:
E = -657.5982 a.u.
Kohn-Sham gap = 8.91 eV
Energy relative to the best compared isomer or geometry (same formula, charge and spin) = 203.33 kJ/mol
SMILES string = NN1CSN=N1
Largest force on an atom = 4.52 eV/Å
Total charge = 0

XYZ file:
```
10
Properties=species:S:1:pos:R:3:forces:R:3
H 0.77020 1.07782 -1.16423 -0.072 0.108 -0.273
S -2.89324 -0.56221 -0.02412 -1.334 -1.318 -0.643
H -0.70895 -1.51273 -0.54820 0.382 -0.565 -0.858
N -0.58337 0.49724 0.17468 -0.718 0.883 0.457
N -1.51464 1.49997 0.00702 -3.065 -1.404 0.279
H -1.17121 -1.28680 1.13905 1.129 -0.576 0.695
N 0.69408 0.81482 -0.19726 0.449 -1.276 -1.080
N -2.73044 1.06730 -0.01875 3.126 3.247 -0.360
C -1.16794 -0.87041 0.15793 0.705 0.840 1.012
H 1.27719 1.40432 0.36824 -0.602 0.061 0.770
```
Positions in Å, forces in eV/Å.

=====

# 5
C3H5FN2O2 in the gas phase at a distorted geometry. Source: the Open Molecules 2025 dataset; level of theory: the ωB97M-V functional and the def2-TZVPD basis.

Values from the calculation:
E = -476.9074 a.u.
Kohn-Sham gap = 10.78 eV
Energy relative to the best compared isomer or geometry (same formula, charge and spin) = 709.28 kJ/mol
SMILES string = C/C=C/N(F)[N+](=O)[O-]
Largest force on an atom = 5.60 eV/Å
Total charge = 0

XYZ file:
```
13
Properties=species:S:1:pos:R:3:forces:R:3
O 1.57870 -0.02030 3.17649 0.518 0.709 0.361
H 0.35445 0.32360 -2.71095 -1.171 -0.418 0.417
H -1.24819 0.90061 -2.66428 -2.546 1.690 -1.493
C -0.65803 0.23029 -2.19594 3.855 -2.894 2.850
C -0.41936 -0.30895 0.20306 1.354 -0.517 1.136
N 1.13542 -0.58251 2.20570 0.151 -0.226 2.479
C -0.32522 0.61613 -0.74155 -0.088 -0.259 -1.685
O 1.38916 -1.70855 1.86986 0.480 -1.062 -1.336
H -0.92789 -0.86432 -2.09858 -0.216 1.387 -1.087
H -0.75983 -1.37211 -0.02561 0.495 1.658 0.909
F -0.39842 1.17040 2.11367 1.188 -1.172 -0.245
H 0.11858 1.61106 -0.69571 -0.164 -0.264 0.898
N 0.16064 0.00465 1.56383 -3.856 1.366 -3.204
```
Positions in Å, forces in eV/Å.

=====

# 6
A molecular structure, C3H9NO3 at a distorted geometry. Source: the Open Molecules 2025 dataset; level of theory: the ωB97M-V functional and the def2-TZVPD basis.

Values from the calculation:
E = -400.1512 a.u.
Kohn-Sham gap = 9.71 eV
Energy relative to the best compared isomer or geometry (same formula, charge and spin) = 184.65 kJ/mol
Largest force on an atom = 2.45 eV/Å
Total charge = 0

XYZ file:
```
16
Properties=species:S:1:pos:R:3:forces:R:3
H -0.33216 -1.06605 2.51462 -0.213 0.000 1.927
C -1.83110 0.61123 -0.03380 1.294 -0.976 -1.391
H -0.53521 1.05016 -1.71492 0.338 -0.284 -0.317
N 0.60314 0.39155 -0.01972 1.122 -0.348 -0.802
H -1.44320 -1.01885 1.08684 -0.454 0.699 0.204
H 0.76500 1.38177 0.12656 -0.605 0.072 0.422
H 2.74458 0.44886 -0.15068 -0.100 0.004 0.151
H 0.28702 -0.32583 0.96391 -0.637 0.412 -0.227
O -2.05820 1.79081 0.07199 -0.502 0.514 0.283
H -0.64129 -0.75577 -1.35938 0.333 -0.081 -0.122
C 1.89715 -0.09771 -0.55624 -0.220 -0.311 -1.062
O -0.43343 -1.09607 1.59387 1.239 -0.951 -1.509
H 2.03112 -1.16528 -0.40068 -0.143 -0.041 0.391
C -0.55034 0.25306 -0.97757 -1.194 0.891 1.946
O -2.38082 -0.41557 0.49959 -0.501 0.168 0.045
H 1.87772 0.01371 -1.64439 0.242 0.233 0.062
```
Positions in Å, forces in eV/Å.